One molecule with the formula C5H5NO at a distorted geometry. Source: the Open Molecules 2025 dataset; level of theory: the ωB97M-V functional and the def2-TZVPD basis.

Values from the calculation:
orbital gap: 9.550 eV
structure (SMILES): C=C=C(C#N)CO
highest occupied orbital energy: -0.347 Eh

Geometry as ORCA input:
```
! RIJCOSX wB97M-V def2-TZVPD def2/J DEFGRID3
* xyz 0 1
O -1.92411 0.04933 -0.36190
C -1.07848 -0.83224 0.33707
C 0.38833 -0.43963 0.25396
C 0.72285 0.83167 0.08613
C 0.90958 1.84853 -0.68779
C 1.41983 -1.40260 0.44301
N 2.24751 -2.18938 0.64081
H -1.93157 0.89490 0.10531
H -1.33665 -0.88905 1.39980
H -1.22989 -1.82195 -0.10338
H 0.68953 1.01911 -1.42757
H 1.12308 2.93133 -0.68544
*
```

One molecule with the formula C5H5NO at a distorted geometry. Source: the Open Molecules 2025 dataset; level of theory: the ωB97M-V functional and the def2-TZVPD basis.

Values from the calculation:
orbital gap (spin up / spin down): 7.719 / 8.130 eV
highest occupied orbital energy (spin up / spin down): -0.268 / -0.280 Eh

Geometry as ORCA input:
```
! RIJCOSX wB97M-V def2-TZVPD def2/J DEFGRID3
* xyz 0 1
O 0.23872 0.89031 1.33051
C 1.01756 0.35435 0.32892
C 0.35242 -0.89769 -0.24966
C -1.13756 -0.38140 -0.05878
C -1.02419 0.64981 0.93926
C 0.55929 0.77390 -1.07770
N -0.44011 -0.29777 -1.31082
H 2.06727 0.36236 0.60223
H 0.77153 -1.90076 -0.31008
H -1.99635 -1.04605 -0.08564
H -1.76157 0.79559 1.72238
H 1.35299 0.69735 -1.83061
*
```

One molecule with the formula C5H5NO. Source: the Open Molecules 2025 dataset; level of theory: the ωB97M-V functional and the def2-TZVPD basis.

Values from the calculation:
orbital gap: 9.918 eV
structure (SMILES): C#CC(=O)[C@H]1CN1
highest occupied orbital energy: -0.363 Eh

Geometry as ORCA input:
```
! RIJCOSX wB97M-V def2-TZVPD def2/J DEFGRID3
* xyz 0 1
O 0.35780 1.57561 1.76912
C -0.17246 0.77998 1.03107
C -1.43021 0.96241 0.30597
C -2.26473 0.79092 -0.55033
C 0.37548 -0.57031 0.64066
C 0.79453 -0.72633 -0.76482
N 1.76624 -0.81232 0.33072
H -2.99413 0.63682 -1.31184
H -0.15215 -1.39148 1.12541
H 0.79530 0.16733 -1.38883
H 0.56340 -1.64659 -1.29480
H 2.30503 0.04760 0.39281
*
```

One molecule with the formula C5H5NO at a distorted geometry. Source: the Open Molecules 2025 dataset; level of theory: the ωB97M-V functional and the def2-TZVPD basis.

Values from the calculation:
orbital gap (spin up / spin down): 8.066 / 8.064 eV
highest occupied orbital energy (spin up / spin down): -0.332 / -0.332 Eh

Geometry as ORCA input:
```
! RIJCOSX wB97M-V def2-TZVPD def2/J DEFGRID3
* xyz 0 1
O -2.17456 -0.46240 0.91046
C -1.05517 -0.32795 0.51222
C -0.16698 0.91849 0.23980
C -0.92079 2.08376 -0.15962
C -0.09753 -1.27021 -0.17962
C 0.83483 -0.18098 -0.57806
N 1.27239 -1.20533 0.33059
H -0.55207 2.35352 -1.15392
H -0.41089 -2.16014 -0.70673
H 0.54871 1.19881 1.00542
H 1.36215 -0.03481 -1.52325
H 1.35993 -0.91277 1.30269
*
```

One molecule with the formula C5H5NO at a distorted geometry. Source: the Open Molecules 2025 dataset; level of theory: the ωB97M-V functional and the def2-TZVPD basis.

Values from the calculation:
orbital gap: 10.784 eV
structure (SMILES): N#C/C=C\CC=O
highest occupied orbital energy: -0.381 Eh

Geometry as ORCA input:
```
! RIJCOSX wB97M-V def2-TZVPD def2/J DEFGRID3
* xyz 0 1
N -2.65068 -0.36111 1.85204
C -1.54182 -0.03520 1.76572
C -0.18342 0.41240 1.63874
O 2.12546 -0.68222 -1.32688
C 0.97655 -0.60228 -1.68856
C -0.11851 0.03159 -0.85397
C 0.43550 0.48781 0.45919
H 0.32154 0.70613 2.55344
H 0.66711 -0.99663 -2.67636
H -0.54846 0.86549 -1.43072
H -0.93813 -0.68833 -0.72493
H 1.45486 0.86235 0.43229
*
```

One molecule with the formula C5H5NO at a distorted geometry. Source: the Open Molecules 2025 dataset; level of theory: the ωB97M-V functional and the def2-TZVPD basis.

Values from the calculation:
orbital gap: 10.773 eV
structure (SMILES): C#C[C@H]1CC(=O)N1
highest occupied orbital energy: -0.365 Eh

Geometry as ORCA input:
```
! RIJCOSX wB97M-V def2-TZVPD def2/J DEFGRID3
* xyz 0 1
C 1.39860 0.87651 0.00293
C 1.01848 -0.39202 0.74088
C -0.44759 0.12265 0.50468
C -1.28105 -0.61912 -0.40976
C -1.90332 -1.30471 -1.18702
H 1.20580 -0.46758 1.83805
H 1.23669 -1.31296 0.19924
H -0.94438 0.41744 1.43343
H -0.38986 1.96097 -0.75258
H -2.41498 -1.97413 -1.87002
N 0.10661 1.30412 -0.11135
O 2.41499 1.38881 -0.38848
*
```

For each record above, in turn, the calculated relative energy (zero: lowest compared OMol25 entry of this formula, charge and spin) values are 88.75 142.55 81.02 148.85 26.20 52.05 kcal per mole.
For each record above, in turn, the calculated E values are -323.3782 -323.2925 -323.3906 -323.2825 -323.4779 -323.4367 hartree.